{
  "formula": "C24H28BiBr2I2N3O3",
  "method": "the ωB97M-V functional and the def2-TZVPD basis",
  "symbols": ["Bi", "N", "C", "C", "O", "O", "H", "H", "H", "H", "I", "C", "C", "C", "I", "C", "C", "C", "C", "N", "C", "C", "O", "H", "H", "H", "H", "Br", "C", "Br", "H", "H", "C", "C", "C", "C", "C", "C", "C", "C", "N", "C", "C", "C", "C", "H", "H", "H", "H", "H", "H", "H", "H", "H", "H", "H", "H", "H", "H", "H", "H", "H", "H"],
  "positions_angstrom": [[0.21963, 1.16602, -0.72894], [0.21436, 1.10725, 1.61329], [1.14898, 2.09580, 2.17429], [2.32305, 2.37268, 1.23239], [3.28365, 2.97706, 1.65920], [2.18527, 1.93282, 0.00608], [-0.74184, 1.25688, 1.91121], [0.50761, 0.16322, 1.84444], [1.55269, 1.77111, 3.13087], [0.63678, 3.04474, 2.30148], [-0.77421, 6.47528, -0.13523], [-2.17370, 4.93682, -0.29208], [-3.52510, 5.22812, -0.50895], [-4.45937, 4.22780, -0.59332], [-6.46254, 4.75855, -0.92078], [-4.07362, 2.87805, -0.45332], [-4.95175, 1.77053, -0.47856], [-4.47866, 0.50329, -0.28300], [-3.10222, 0.31055, -0.09918], [-2.24747, 1.31019, -0.10733], [-2.69716, 2.59205, -0.25263], [-1.69549, 3.62989, -0.15657], [-0.45890, 3.32601, 0.07336], [-3.83284, 6.26080, -0.60292], [-6.00793, 1.94003, -0.64536], [-5.14488, -0.34901, -0.27985], [-2.68178, -0.67696, 0.05557], [3.53073, 0.07705, -2.37454], [3.56015, 1.95288, -2.80884], [2.03641, 2.48262, -3.87220], [4.45172, 2.15617, -3.37948], [3.52268, 2.49131, -1.87185], [1.05378, -5.09778, 2.34186], [1.40801, -3.69251, 1.91980], [2.48140, -3.02949, 2.49746], [2.84681, -1.76728, 2.04146], [4.03821, -1.05135, 2.62531], [2.11141, -1.17917, 1.02051], [0.97344, -1.78281, 0.45132], [0.66082, -3.07109, 0.92016], [0.23006, -1.07431, -0.51983], [-0.30889, -1.85946, -1.67929], [0.76040, -2.82557, -2.21914], [-1.62625, -2.63149, -1.35243], [-0.62998, -0.92635, -2.85401], [1.43507, -5.32303, 3.33799], [1.48771, -5.82059, 1.64673], [-0.02671, -5.24912, 2.34173], [3.05462, -3.50633, 3.28770], [4.93268, -1.67595, 2.56788], [3.87236, -0.81879, 3.68034], [4.23997, -0.11440, 2.10316], [2.47304, -0.24382, 0.60226], [-0.16604, -3.62906, 0.50702], [1.06903, -3.55516, -1.47081], [1.64529, -2.26199, -2.52668], [0.37380, -3.36811, -3.08623], [-1.55495, -3.67673, -1.66405], [-2.47756, -2.19555, -1.88217], [-1.85797, -2.61377, -0.29024], [0.26999, -0.43241, -3.24138], [-1.38623, -0.17424, -2.59748], [-1.04760, -1.52195, -3.66615]],
  "forces_ev_per_a": [[0.361, 0.426, 0.355], [0.055, -0.017, -0.171], [0.070, -0.004, -0.115], [0.157, 0.094, -0.086], [-0.210, -0.216, -0.194], [-0.093, -0.007, 0.068], [-0.020, 0.037, 0.000], [-0.051, -0.163, 0.193], [-0.011, -0.032, 0.028], [-0.084, 0.013, 0.023], [-0.126, -0.062, -0.016], [0.337, -0.119, 0.037], [-0.027, -0.109, 0.005], [-0.222, 0.182, -0.037], [0.128, -0.036, 0.026], [0.198, -0.138, 0.045], [-0.020, -0.011, -0.008], [-0.063, -0.026, 0.007], [0.144, 0.070, 0.002], [-0.204, 0.080, -0.037], [-0.048, -0.076, 0.017], [0.031, 0.141, 0.064], [-0.364, -0.125, -0.221], [0.031, -0.005, -0.009], [0.022, 0.007, 0.020], [0.020, 0.024, 0.006], [-0.030, 0.054, -0.078], [-0.026, -0.018, -0.049], [-0.077, -0.047, 0.081], [0.028, -0.010, 0.071], [0.082, 0.009, -0.091], [-0.048, 0.038, 0.060], [0.006, 0.088, -0.039], [-0.083, -0.017, -0.044], [0.033, 0.009, 0.018], [0.008, 0.039, 0.014], [0.007, -0.012, -0.017], [0.021, 0.087, -0.180], [-0.015, 0.033, 0.072], [-0.030, 0.117, 0.032], [0.083, -0.380, -0.201], [0.089, -0.043, 0.054], [0.023, -0.023, 0.126], [0.146, 0.022, -0.003], [0.109, 0.164, 0.088], [-0.011, 0.014, -0.025], [-0.008, -0.010, 0.025], [0.029, -0.009, 0.014], [-0.041, 0.017, -0.051], [-0.034, 0.038, 0.005], [0.009, -0.011, -0.032], [-0.016, -0.047, 0.018], [-0.062, -0.084, 0.056], [-0.097, 0.051, -0.053], [-0.024, 0.007, -0.084], [-0.065, -0.042, 0.012], [0.013, 0.056, 0.047], [-0.009, 0.045, 0.041], [0.031, -0.012, 0.045], [0.060, -0.037, 0.045], [-0.095, 0.002, 0.065], [-0.010, -0.034, -0.036], [-0.009, 0.021, -0.007]],
  "nbo_charge": [2.0175, -0.8786, -0.3597, 0.7877, -0.6112, -0.8842, 0.4131, 0.4232, 0.2267, 0.2558, 0.1655, -0.2710, -0.2259, -0.1738, 0.1354, -0.1185, -0.1181, -0.2562, 0.0580, -0.5195, 0.0733, 0.3982, -0.8354, 0.2398, 0.2354, 0.2286, 0.2136, 0.0588, -0.5227, 0.0462, 0.2308, 0.2609, -0.6276, 0.0037, -0.2585, 0.0162, -0.6383, -0.2910, 0.1515, -0.2538, -0.9101, 0.1338, -0.6282, -0.6396, -0.6312, 0.2163, 0.2205, 0.2136, 0.2056, 0.2211, 0.2190, 0.2266, 0.2224, 0.2004, 0.2227, 0.2146, 0.2085, 0.2180, 0.2069, 0.2121, 0.2217, 0.1991, 0.2304],
  "multiplicity": 1,
  "homo_lumo_gap_ev": 7.16
}